An isolated molecule of C5H10O in a non-equilibrium geometry, computed with wB97M-V/def2-TZVPD.

Output
* total energy: -7391.781 eV
* energy relative to the best compared isomer or geometry (same formula, charge and spin): 288.0 kJ/mol
* Kohn-Sham gap: 0.327 Eh
* F_max: 3.71 eV Å⁻¹
* SMILES: C/C=C(\O)CC
* lowest unoccupied orbital energy: 0.82 eV
* HOMO: -8.1 eV

CARTESIAN COORDINATES (ANGSTROEM)
C -2.253 0.827 0.671
C -1.263 0.231 -0.432
C -0.212 -0.514 -0.128
O -0.114 -1.207 1.039
C 1.052 -0.496 -0.911
C 2.210 0.056 -0.063
H -2.034 0.485 1.692
H -1.975 1.899 0.667
H -2.759 0.044 0.012
H -1.391 0.638 -1.441
H -0.972 -1.179 1.486
H 1.289 -1.504 -1.247
H 0.897 0.142 -1.787
H 3.136 0.035 -0.646
H 2.356 -0.549 0.836
H 2.033 1.092 0.252

Results of the natural (NBO) charge analysis, in e, for atoms 1 through 2: -0.756 -0.346